Entry 1:
Below is a 3-piece molecular cluster, C23H47BrN8O4P2S overall at a distorted geometry, with properties calculated with ωB97M-V with the def2-TZVPD basis set.

```
! wB97M-V def2-TZVPD RIJCOSX def2/J DEFGRID3
* xyz 0 1
C 4.377 8.229 2.746
C 4.538 8.095 1.156
Br 3.538 9.558 0.188
C 4.214 6.623 0.563
C 3.511 5.653 1.637
C 2.050 5.767 2.133
C 1.146 6.934 1.516
C -0.431 6.785 1.846
O -1.110 7.777 2.254
O -1.075 5.529 1.627
C 1.518 4.771 3.224
C 2.365 3.625 3.872
C 3.859 3.471 3.341
N 4.809 2.460 3.824
S 6.200 2.873 2.874
N 5.775 4.201 1.894
C 4.398 4.497 2.233
H 3.354 7.927 3.157
H 5.176 7.642 3.338
H 4.500 9.356 2.993
H 5.653 8.313 0.926
H 5.240 6.154 0.291
H 3.641 6.667 -0.445
H 1.527 7.999 1.762
H 1.220 6.829 0.361
H -1.463 5.176 2.465
H 0.444 4.873 3.588
H 1.942 2.942 4.684
O 0.923 1.489 2.231
P 0.406 0.300 1.403
N -1.131 1.057 1.107
C -2.418 0.396 0.915
C -1.070 2.223 0.220
N 0.249 -0.698 2.825
C -1.017 -1.216 3.325
C 1.057 -0.321 3.990
N -0.114 -1.081 0.413
C 0.605 -2.352 0.680
C 0.156 -0.825 -1.028
H -2.483 -0.139 -0.041
H -3.230 1.133 0.918
H -2.679 -0.291 1.710
H -0.988 1.942 -0.836
H -0.214 2.858 0.462
H -1.960 2.851 0.325
H -1.657 -0.417 3.713
H -0.849 -1.936 4.132
H -1.551 -1.784 2.562
H 0.617 0.532 4.524
H 2.078 -0.065 3.699
H 1.143 -1.150 4.700
H 1.689 -2.212 0.614
H 0.309 -3.124 -0.037
H 0.377 -2.782 1.654
H 1.215 -0.606 -1.195
H -0.429 0.009 -1.408
H -0.124 -1.688 -1.639
O -1.169 -3.822 -2.566
P -1.633 -5.025 -3.408
N -3.184 -4.306 -3.724
C -4.450 -4.999 -3.938
C -3.139 -3.136 -4.607
N -1.785 -6.027 -1.992
C -3.049 -6.573 -1.512
C -0.997 -5.633 -0.819
N -2.107 -6.415 -4.410
C -1.362 -7.672 -4.136
C -1.825 -6.147 -5.844
H -4.488 -5.532 -4.896
H -5.280 -4.283 -3.945
H -4.706 -5.695 -3.148
H -3.034 -3.412 -5.662
H -2.303 -2.481 -4.350
H -4.046 -2.531 -4.513
H -3.711 -5.788 -1.133
H -2.878 -7.291 -0.705
H -3.558 -7.150 -2.285
H -1.460 -4.789 -0.292
H 0.022 -5.359 -1.096
H -0.904 -6.460 -0.106
H -0.280 -7.511 -4.185
H -1.633 -8.447 -4.860
H -1.598 -8.108 -3.167
H -0.770 -5.902 -5.998
H -2.425 -5.325 -6.228
H -2.077 -7.013 -6.462
*
```

The HOMO-LUMO gap is 6.838 eV. As for the LUMO energy: -0.04568 Ha. For the HOMO energy, the calculation gives -8.1 eV. Its molecular weight is 673.60 g mol⁻¹. Its calculated total energy is -144168.7380 eV. As for the SMILES: C[C@H](Br)Cc1c(CC(=O)O)ccc2nsnc12.CN(C)P(=O)(N(C)C)N(C)C.CN(C)P(=O)(N(C)C)N(C)C. The max |F| comes out at 0.1769 hartree/bohr.

And the Mulliken charges, in e, turn out to be:
1 C -0.994
2 C -0.147
3 Br -0.158
4 C -0.998
5 C 0.191
6 C 0.937
7 C 0.190
8 C 0.142
9 O -0.582
10 O -0.338
11 C -0.551
12 C -0.666
13 C 0.535
14 N -0.636
15 S 0.144
16 N -0.573
17 C 0.293
18 H 0.242
19 H 0.288
20 H 0.358
21 H 0.412
22 H 0.330
23 H 0.333
24 H 0.142
25 H 0.285
26 H 0.335
27 H 0.121
28 H 0.331
29 O -0.537
30 P 0.661
31 N 0.117
32 C -0.759
33 C -0.984
34 N 0.127
35 C -1.287
36 C -0.903
37 N 0.110
38 C -0.720
39 C -0.732
40 H 0.242
41 H 0.370
42 H 0.184
43 H 0.234
44 H 0.205
45 H 0.380
46 H 0.302
47 H 0.436
48 H 0.379
49 H 0.250
50 H 0.301
51 H 0.319
52 H 0.403
53 H -0.017
54 H 0.333
55 H 0.373
56 H 0.197
57 H 0.117
58 O -0.689
59 P 0.803
60 N 0.095
61 C -0.807
62 C -1.029
63 N 0.151
64 C -1.267
65 C -1.132
66 N -0.123
67 C -0.994
68 C -1.105
69 H 0.274
70 H 0.388
71 H 0.187
72 H 0.276
73 H 0.240
74 H 0.374
75 H 0.318
76 H 0.425
77 H 0.413
78 H 0.365
79 H 0.302
80 H 0.357
81 H 0.366
82 H 0.384
83 H 0.304
84 H 0.385
85 H 0.245
86 H 0.424


Entry 2:
Below is a 7-piece molecular cluster, C23H47ClO8P overall, with properties calculated with ωB97M-V with the def2-TZVPD basis set.

```
! wB97M-V def2-TZVPD RIJCOSX def2/J DEFGRID3
* xyz -1 1
C 2.605 2.481 1.183
C 2.116 2.529 -0.263
C 0.809 1.780 -0.476
O -0.245 2.171 0.383
C -0.581 3.570 0.331
C -1.114 4.045 -1.006
P -0.350 5.488 -1.568
O -1.588 6.613 -1.701
Cl -0.223 5.050 -3.707
H 3.157 1.568 1.395
H 1.765 2.519 1.872
H 3.243 3.332 1.411
H 2.019 3.553 -0.616
H 2.852 2.056 -0.917
H 0.967 0.718 -0.276
H 0.504 1.873 -1.522
H -1.322 3.684 1.126
H 0.295 4.155 0.662
H -1.040 3.291 -1.781
H -1.210 7.443 -2.043
C 1.744 -0.395 5.401
C 2.231 0.956 4.933
O 3.210 1.075 4.235
C 1.395 2.144 5.339
H 2.400 -1.168 5.007
H 1.719 -0.447 6.491
H 0.729 -0.519 5.019
H 1.341 2.214 6.428
H 0.382 2.012 4.956
H 1.827 3.054 4.931
C -2.622 1.169 2.284
C -1.852 0.037 2.901
O -0.900 0.227 3.627
C -2.294 -1.371 2.579
H -2.193 2.120 2.579
H -2.583 1.098 1.197
H -3.671 1.110 2.588
H -2.248 -1.535 1.500
H -3.328 -1.521 2.895
H -1.630 -2.071 3.078
C 2.136 -4.453 3.608
C 0.629 -4.482 3.634
O -0.031 -3.825 2.865
C -0.016 -5.370 4.670
H 2.479 -3.777 2.828
H 2.519 -4.117 4.573
H 2.526 -5.456 3.428
H 0.300 -5.066 5.670
H 0.302 -6.404 4.523
H -1.098 -5.304 4.592
C 1.084 2.513 -5.696
C 1.830 1.231 -5.954
O 2.776 0.860 -5.298
C 1.195 0.379 -7.027
H 1.481 3.042 -4.835
H 1.142 3.153 -6.580
H 0.032 2.292 -5.529
H 1.173 0.901 -7.984
H 0.169 0.215 -6.684
H 1.709 -0.575 -7.130
C -1.762 0.818 -3.311
C -2.198 1.356 -4.649
O -1.840 0.848 -5.692
C -3.061 2.590 -4.618
H -1.130 -0.057 -3.450
H -1.213 1.589 -2.766
H -2.635 0.555 -2.711
H -2.530 3.394 -4.102
H -3.979 2.391 -4.060
H -3.303 2.898 -5.633
C -1.198 -5.424 0.295
C -0.421 -6.426 -0.517
O -0.255 -7.565 -0.145
C 0.156 -5.930 -1.822
H -1.560 -5.887 1.209
H -0.563 -4.575 0.552
H -2.043 -5.046 -0.284
H 0.827 -5.090 -1.637
H -0.644 -5.569 -2.471
H 0.697 -6.732 -2.318
*
```

The HOMO-LUMO gap is 5.120 eV. As for the LUMO energy: 0.07187 Ha. For the HOMO energy, the calculation gives -3.2 eV. Its molecular weight is 518.05 g mol⁻¹. Its calculated total energy is -62805.6609 eV. The max |F| comes out at 0.0188 hartree/bohr.

And the Mulliken charges, in e, turn out to be:
1 C -1.050
2 C -0.470
3 C 0.112
4 O -0.034
5 C -0.812
6 C 0.499
7 P -0.299
8 O -0.251
9 Cl -0.358
10 H 0.372
11 H 0.009
12 H 0.408
13 H 0.085
14 H 0.552
15 H 0.524
16 H -0.359
17 H 0.372
18 H 0.344
19 H -0.938
20 H 0.315
21 C -0.910
22 C 0.968
23 O -0.572
24 C -1.148
25 H 0.188
26 H 0.388
27 H 0.228
28 H 0.419
29 H 0.211
30 H 0.304
31 C -0.998
32 C 0.718
33 O -0.446
34 C -0.864
35 H 0.126
36 H 0.203
37 H 0.506
38 H 0.297
39 H 0.364
40 H 0.046
41 C -1.308
42 C 0.953
43 O -0.499
44 C -1.259
45 H 0.295
46 H 0.354
47 H 0.412
48 H 0.378
49 H 0.357
50 H 0.314
51 C -0.481
52 C 0.782
53 O -0.599
54 C -0.959
55 H 0.226
56 H 0.394
57 H -0.192
58 H 0.318
59 H 0.205
60 H 0.304
61 C -0.553
62 C 0.810
63 O -0.621
64 C -1.071
65 H 0.384
66 H -0.321
67 H 0.426
68 H 0.158
69 H 0.402
70 H 0.334
71 C -0.914
72 C 0.808
73 O -0.573
74 C -1.093
75 H 0.236
76 H 0.211
77 H 0.399
78 H 0.308
79 H 0.318
80 H 0.306